A structure of composition C17H13ClFN3O4STi, computed with wB97M-V/def2-TZVPD.

```
! wB97M-V def2-TZVPD RIJCOSX def2/J DEFGRID3
* xyz 2 1
Ti 0.6931 -0.6716 0.0238
N -0.3394 2.8132 1.9584
C -1.6159 2.7096 1.4078
C -2.7541 3.4915 1.5521
C -3.8703 3.0748 0.8563
C -3.8555 1.9232 0.0534
C -2.7225 1.1488 -0.0890
C -1.5904 1.5665 0.6038
N -0.3112 1.0173 0.6805
C 0.3930 1.7954 1.5048
C 1.7615 1.4361 1.8384
C 2.6834 2.0339 2.6360
S 4.0888 1.0653 2.7316
C 3.4077 -0.0547 1.6656
N 2.1889 0.2443 1.2795
H -0.0332 3.5225 2.6073
H -2.7687 4.3746 2.1750
H -4.7851 3.6453 0.9330
H -4.7614 1.6346 -0.4608
H -2.7306 0.2513 -0.6939
H 2.6102 2.9576 3.1871
H 3.9248 -0.9547 1.3639
O -0.6737 -3.8944 1.6434
Cl -0.2246 -2.6200 1.3635
O 1.2030 -2.5782 0.9011
O -0.3398 -1.6400 2.3816
O -0.8910 -2.0211 0.1346
F -0.0425 -4.8059 -3.2842
C 0.3136 -3.5912 -2.9361
C 1.5772 -3.3983 -2.3889
C 1.9419 -2.1197 -2.0240
C 1.0524 -1.0290 -2.2043
C 1.3960 0.2711 -1.6564
C -0.2318 -1.2816 -2.7493
C -0.5958 -2.5530 -3.1249
H 2.2425 -4.2429 -2.2740
H 2.9342 -1.9319 -1.6244
H 0.7485 1.1039 -1.9214
H 2.4491 0.5308 -1.5801
H -0.9133 -0.4529 -2.9056
H -1.5592 -2.7705 -3.5654
*
```

The calculation puts the LUMO energy at -8.244 eV. The calculation puts the frontier orbital gap at 6.8257 eV. For the highest occupied orbital energy, the calculation gives -0.554 Ha.

Here are the natural (NBO) charges for atoms 1 to 6, given in e:
1. Ti 1.721
2. N -0.471
3. C 0.178
4. C -0.227
5. C -0.160
6. C -0.168

=====

A structure of composition C2H4OS2, computed with wB97M-V/def2-TZVPD.

```
! wB97M-V def2-TZVPD RIJCOSX def2/J DEFGRID3
* xyz 0 3
C -0.2799 0.1556 -0.3959
C -0.1316 1.1410 0.6802
O 1.0792 -2.3861 -1.6638
S -1.1889 -1.3550 -0.0058
S 0.7634 -1.9270 -0.3078
H -0.0744 0.3498 -1.3755
H -1.0867 1.1207 1.3605
H 0.1140 2.1066 0.4525
H 0.8049 0.7944 1.2555
*
```

The calculation puts the LUMO energy (spin up / spin down) at 0.403 / -1.973 eV. The calculation puts the frontier orbital gap (spin up / spin down) at 7.3603 / 8.1418 eV. For the highest occupied orbital energy (spin up / spin down), the calculation gives -0.256 / -0.372 Ha.

Here are the natural (NBO) charges for atoms 1 to 6, given in e:
1. C -0.276
2. C -0.686
3. O -0.765
4. S 0.016
5. S 0.852
6. H 0.189

=====

A structure of composition C5H6NO2S, computed with wB97M-V/def2-TZVPD.

```
! wB97M-V def2-TZVPD RIJCOSX def2/J DEFGRID3
* xyz -1 3
C 0.7330 2.2903 0.0255
C -1.0368 -0.3986 1.3798
C 1.0530 0.7500 0.1213
C -0.2610 0.7377 0.6944
C -0.5920 -2.4109 -1.4279
N -0.5132 1.9913 0.7357
O -0.5673 -0.7564 2.4380
O -1.9499 -0.8599 0.7101
S -0.2087 -3.9377 -1.7499
H 1.3105 3.0550 0.4105
H 1.4859 -0.0521 -0.5280
H 1.6676 0.7649 0.9228
H -0.2600 -1.5395 -2.0610
H -1.3130 -2.1422 -0.6775
H 0.4519 2.5082 -0.9938
*
```

The calculation puts the LUMO energy (spin up / spin down) at 3.135 / 0.907 eV. The calculation puts the frontier orbital gap (spin up / spin down) at 6.8942 / 5.4189 eV. For the highest occupied orbital energy (spin up / spin down), the calculation gives -0.138 / -0.166 Ha.

Here are the natural (NBO) charges for atoms 1 to 6, given in e:
1. C -0.228
2. C 0.733
3. C -0.504
4. C 0.196
5. C -0.826
6. N -0.447

=====

The molecule C5H8O2, computed with wB97M-V/def2-TZVPD.

```
! wB97M-V def2-TZVPD RIJCOSX def2/J DEFGRID3
* xyz 0 1
O 0.7334 1.7511 0.3146
C 1.3000 -2.1790 0.5218
C 0.4809 -1.1537 0.7440
C -0.3956 1.6811 -0.5391
C -1.2837 0.5317 -0.0687
C -0.5690 -0.7953 -0.2565
O -0.8116 -1.5025 -1.2168
H 1.4875 2.0720 -0.1900
H 2.0894 -2.4447 1.2190
H 1.1969 -2.7696 -0.3850
H 0.5749 -0.5229 1.6231
H -0.9625 2.6228 -0.5079
H -0.1009 1.5013 -1.5829
H -2.2029 0.5136 -0.6615
H -1.5368 0.6942 0.9859
*
```

The calculation puts the LUMO energy at 0.443 eV. The calculation puts the frontier orbital gap at 10.0644 eV. For the highest occupied orbital energy, the calculation gives -0.354 Ha.

Here are the natural (NBO) charges for atoms 1 to 6, given in e:
1. O -0.729
2. C -0.294
3. C -0.320
4. C -0.052
5. C -0.520
6. C 0.552

=====

The molecule C3H5NO2, computed with wB97M-V/def2-TZVPD.

```
! wB97M-V def2-TZVPD RIJCOSX def2/J DEFGRID3
* xyz 0 1
N 0.5884 -1.2877 -0.4150
C 0.9667 -0.3761 0.5814
O 2.0438 -0.4987 1.1504
C 0.0372 0.6610 1.0054
C -1.1664 0.9673 -0.9249
O -1.1100 0.9984 0.3747
H -0.3970 -1.5200 -0.4777
H 1.1814 -2.1088 -0.3860
H 0.2245 1.2026 1.9211
H -0.2201 0.9516 -1.4445
H -2.1485 1.0104 -1.3849
*
```

The calculation puts the LUMO energy (spin up / spin down) at 0.204 / -0.609 eV. The calculation puts the frontier orbital gap (spin up / spin down) at 8.6929 / 7.4608 eV. For the highest occupied orbital energy (spin up / spin down), the calculation gives -0.312 / -0.297 Ha.

Here are the natural (NBO) charges for atoms 1 to 6, given in e:
1. N -0.850
2. C 0.546
3. O -0.592
4. C 0.008
5. C -0.055
6. O -0.388

=====

A cluster of 2 separate species, C2H4N in total, computed with wB97M-V/def2-TZVPD.

```
! wB97M-V def2-TZVPD RIJCOSX def2/J DEFGRID3
* xyz 1 1
C 1.5288 1.0043 -0.1729
C -0.8663 -1.6951 -0.2668
N 0.8814 0.7608 0.7644
H 1.4080 0.9901 -1.3271
H 2.6133 0.9844 -0.0649
H -1.6182 -2.4415 -0.4071
H -1.0205 -0.6510 -0.1173
*
```

The calculation puts the LUMO energy (spin up / spin down) at -8.704 / -9.690 eV. The calculation puts the frontier orbital gap (spin up / spin down) at 9.4273 / 4.2787 eV. For the highest occupied orbital energy (spin up / spin down), the calculation gives -0.666 / -0.513 Ha.

Here are the natural (NBO) charges for atoms 1 to 6, given in e:
1. C -0.230
2. C 0.389
3. N -0.058
4. H 0.292
5. H 0.305
6. H 0.155

=====

In Ha, the electronic energy values for the records above are, in order, -2927.805022; -950.066313; -797.431582; -345.760896; -322.438124; -132.733240.
In g/mol, the molecular weight values for the records above are, in order, 457.69; 108.19; 144.18; 100.12; 87.08; 42.06.
In kJ/mol, the ΔE to the lowest compared entry with this formula, charge and spin values for the records above are, in order, 64.0; 101.4; 8.3; 115.7; 357.6; 740.1.